1.
ORCA calculation (ωB97M-V/def2-TZVPD) on one molecule with the formula C8H6O at a distorted geometry.

The value obtained for the lowest unoccupied orbital energy is 0.869 eV. As for the HOMO energy: -9.45 eV. The structure (SMILES) is C#C[C@]12C=C[C@H](C1)C2=O.

```
! wB97M-V def2-TZVPD RIJCOSX def2/J DEFGRID3
* xyz 0 1
C 1.40339 2.05421 2.04498
C 0.98872 1.13749 1.19861
C 0.17169 0.22368 0.39556
C -1.22647 0.57849 0.16462
C -1.66924 -0.35600 -0.63246
C -0.73579 -1.38827 -0.56639
C -0.14300 -1.15042 0.79141
C 0.38259 -0.47396 -1.08168
O 1.02576 -0.31400 -2.12077
H 1.96726 2.83960 2.38831
H -1.64748 1.47112 0.31828
H -2.64196 -0.19758 -1.17085
H -1.01082 -2.34502 -0.92174
H -0.76292 -1.43548 1.53542
H 0.85844 -1.57204 0.92878
*
```

Atomic partial charges in e from the Mulliken method, atoms 1 to 5: atom 1 (C): -0.564, atom 2 (C): -1.058, atom 3 (C): 0.825, atom 4 (C): -0.479, atom 5 (C): -0.459

---

2.
ORCA calculation (ωB97M-V/def2-TZVPD) on one molecule with the formula C8H6O3S at a distorted geometry.

The value obtained for the lowest unoccupied orbital energy (spin up / spin down) is -0.345 / -2.917 eV. As for the HOMO energy (spin up / spin down): -8.62 / -9.53 eV. Its expectation value of S² is 2.0208.

```
! wB97M-V def2-TZVPD RIJCOSX def2/J DEFGRID3
* xyz 0 3
C 1.92213 0.03658 -0.27602
C 1.17126 0.80474 0.59305
C 1.38661 -0.93461 -1.08340
C -0.15870 0.47513 0.66756
C 0.05381 -1.29790 -0.89994
C -0.75243 -0.55801 -0.03291
C -2.72917 1.25724 1.34446
C -2.09328 -0.98164 0.23545
O -2.66553 -1.98683 0.10348
O -4.62321 0.10729 -0.41233
O -2.52759 1.14432 -1.22512
S -3.30441 0.60837 -0.11631
H 2.91973 0.37588 -0.18408
H 1.58245 1.64027 1.23482
H 1.95338 -1.64804 -1.85784
H -0.90025 0.97566 1.43378
H -0.34290 -2.00831 -1.49134
H -3.50836 0.92737 2.06971
*
```

Atomic partial charges in e from the Mulliken method, atoms 1 to 5: atom 1 (C): -0.234, atom 2 (C): -0.734, atom 3 (C): -0.590, atom 4 (C): 0.573, atom 5 (C): -0.557

---

What are the ΔE to the lowest compared entry with this formula, charge and spin values for these records? In order: 5.001; 3.551 eV.